Entry 1:
Computed, not measured: 3 unconnected molecules or ions with the total composition C4H15NO2, with ωB97M-V with the def2-TZVPD basis set.

Geometry as XYZ:
```
22
Properties=species:S:1:pos:R:3:nbo_charge:R:1
C 2.237 1.683 0.194 -0.602
C 2.209 0.298 -0.456 -0.391
C 1.079 -0.587 0.036 -0.050
C 1.246 -1.997 -0.494 -0.613
N -0.182 0.025 -0.345 -0.878
H 1.420 2.288 -0.202 0.206
H 2.158 1.571 1.269 0.205
H 3.166 2.175 -0.083 0.205
H 3.182 -0.175 -0.311 0.205
H 2.049 0.422 -1.540 0.186
H 1.082 -0.642 1.136 0.182
H 0.370 -2.605 -0.319 0.211
H 1.484 -1.974 -1.560 0.199
H 2.091 -2.486 -0.015 0.206
H -1.000 -0.557 -0.204 0.398
H -0.166 0.312 -1.318 0.356
O -3.295 -0.932 -0.227 -0.957
H -3.628 -0.036 -0.123 0.489
H -4.033 -1.508 0.007 0.471
O -2.133 1.329 1.140 -0.989
H -2.163 2.227 1.473 0.465
H -1.358 1.241 0.559 0.498
```

Values from the calculation:
- SMILES: CC[C@H](C)N.O.O
- Frontier orbital gap: 10.300 eV
- Charge: 0
- LUMO energy: 0.985 eV
- Electronic energy: -9976.761 eV
- Energy above the lowest of the compared OMol25 structures with the same formula, charge and spin: 0.325 eV

---

Entry 2:
Computed, not measured: a molecular structure, C21H42O21 at a distorted geometry, with ωB97M-V with the def2-TZVPD basis set.

Geometry as XYZ:
```
84
Properties=species:S:1:pos:R:3:lowdin_charge:R:1
C 5.296 -2.310 -3.951 -0.053
O 5.019 -2.558 -2.577 0.030
C 4.603 -1.509 -1.833 -0.522
O 4.397 -0.404 -2.198 0.186
O 4.309 -2.044 -0.664 0.075
C 3.541 -1.317 0.270 -0.040
H 5.680 -1.307 -4.136 0.092
H 4.451 -2.375 -4.637 0.095
H 6.069 -2.899 -4.445 0.091
H 3.608 -1.971 1.139 0.138
H 2.489 -1.259 -0.008 0.124
H 3.877 -0.289 0.401 -0.007
C -1.775 -1.573 -0.461 -0.121
O -0.549 -1.026 -0.832 0.077
C 0.037 -0.027 -0.243 -0.510
O -0.593 0.652 0.587 0.024
O 1.301 0.127 -0.705 0.039
C 2.094 1.110 -0.124 -0.116
H -2.585 -0.843 -0.478 0.069
H -1.769 -2.156 0.460 -0.133
H -1.980 -2.346 -1.202 0.154
H 3.063 0.671 0.114 -0.008
H 1.637 1.503 0.784 0.128
H 2.156 1.904 -0.868 0.106
C -3.369 1.129 -0.355 -0.083
O -4.676 0.749 -0.193 0.016
C -5.585 1.708 -0.089 -0.615
O -5.320 2.884 0.047 0.128
O -6.719 1.110 0.076 0.037
C -7.862 1.852 0.210 -0.073
H -3.146 2.035 -0.918 0.115
H -2.832 0.340 -0.881 0.068
H -2.889 1.283 0.611 0.090
H -8.779 1.368 -0.126 0.095
H -7.858 2.758 -0.395 0.098
H -7.959 2.147 1.255 0.104
C -5.014 -2.995 3.249 -0.039
O -3.949 -2.233 3.756 0.009
C -3.391 -1.319 2.917 -0.524
O -3.922 -0.692 1.990 0.110
O -2.106 -1.109 3.358 -0.013
C -1.210 -0.241 2.688 -0.033
H -4.676 -3.601 2.408 0.082
H -5.884 -2.445 2.891 0.105
H -5.302 -3.649 4.072 0.104
H -1.854 0.540 2.284 0.084
H -0.754 -0.684 1.803 0.082
H -0.551 0.357 3.317 0.112
C -2.534 -2.784 1.053 -0.131
O -3.498 -3.677 0.672 0.050
C -4.383 -3.338 -0.299 -0.530
O -4.472 -2.294 -0.911 0.161
O -5.205 -4.390 -0.313 0.000
C -6.481 -4.285 -0.967 -0.024
H -2.303 -3.040 2.087 0.163
H -2.858 -1.749 0.948 0.095
H -1.709 -2.810 0.341 0.098
H -6.951 -5.269 -0.965 0.094
H -6.372 -3.986 -2.009 0.093
H -7.122 -3.544 -0.491 0.098
C 2.620 4.230 -4.124 -0.009
O 2.656 3.481 -2.862 -0.002
C 3.707 2.770 -2.465 -0.522
O 4.725 2.782 -3.154 0.112
O 3.490 2.191 -1.265 -0.014
C 4.463 1.342 -0.759 -0.178
H 3.082 3.606 -4.889 0.088
H 3.133 5.190 -4.058 0.093
H 1.618 4.417 -4.511 0.087
H 4.640 0.593 -1.530 -0.019
H 4.108 0.800 0.118 0.030
H 5.377 1.931 -0.680 0.064
C 6.715 4.184 2.045 -0.027
O 5.610 3.390 2.502 0.043
C 5.123 2.448 1.735 -0.466
O 5.367 2.251 0.527 0.052
O 4.287 1.712 2.485 0.064
C 3.479 0.593 1.970 -0.048
H 7.350 4.620 2.816 0.089
H 6.349 5.089 1.560 0.097
H 7.471 3.679 1.443 0.099
H 3.014 -0.019 2.743 0.129
H 4.140 -0.080 1.424 0.058
H 2.598 0.921 1.418 0.040
```

Values from the calculation:
- Frontier orbital gap: 6.956 eV
- Charge: 0
- LUMO energy: 0.495 eV
- Electronic energy: -65425.567 eV
- Energy above the lowest of the compared OMol25 structures with the same formula, charge and spin: 30.272 eV

---

Entry 3:
Computed, not measured: 17 unconnected molecules or ions with the total composition C31H24BCl64F9N4O7PS at a distorted geometry, with ωB97M-V with the def2-TZVPD basis set.

Geometry as XYZ:
```
142
Properties=species:S:1:pos:R:3:lowdin_charge:R:1
C -1.526 1.533 -1.218 0.170
C -0.696 0.855 -0.476 -0.019
C 0.412 -0.057 0.310 -0.204
C -0.501 -1.099 1.145 -0.179
N -1.599 -0.549 1.966 0.029
N 1.054 0.981 1.244 -0.070
N 0.116 1.924 1.733 -0.084
C 0.551 3.334 1.461 -0.284
C 1.769 3.867 2.377 -0.089
C 1.851 0.281 2.305 -0.031
C 2.808 -0.774 1.485 -0.554
O 2.640 -2.153 1.935 -0.064
P 4.592 -0.310 2.119 0.957
N 5.683 -1.309 1.113 -0.156
O 4.773 -0.824 3.750 -0.307
O 2.866 -0.571 0.075 -0.100
C 1.557 -0.658 -0.623 -0.227
B 1.833 0.404 -1.897 -0.455
O 0.999 0.577 -3.046 0.122
O 2.983 1.311 -1.851 -0.009
C 3.457 1.633 -3.191 -0.222
C 2.841 3.044 -3.757 -0.056
S 1.475 -2.315 -1.382 0.934
O 2.943 -2.814 -1.388 -0.273
O 1.202 -2.351 -2.901 -0.266
C 0.525 -3.730 -0.722 -0.281
F 0.617 -3.965 0.717 0.037
F 1.253 -4.910 -1.212 0.046
C -0.975 -4.028 -1.159 -0.166
F -1.765 -4.122 0.069 0.060
F -1.110 -5.385 -1.682 0.088
C -1.771 -3.092 -2.152 -0.177
F -1.513 -1.686 -2.129 0.013
F -3.170 -3.190 -1.728 0.011
C -1.836 -3.538 -3.711 -0.322
F -0.678 -4.164 -4.226 0.012
F -2.921 -4.482 -3.829 0.031
F -2.136 -2.408 -4.549 -0.085
H -2.342 2.155 -1.730 0.061
H -1.046 -1.727 0.326 0.129
H 0.101 -1.787 1.869 0.124
H -2.374 -0.136 1.439 0.085
H -1.301 -0.006 2.781 -0.015
H 1.738 1.604 0.739 0.194
H 0.133 1.822 2.778 -0.034
H 0.769 3.507 0.326 0.000
H -0.362 4.018 1.704 0.117
H 2.100 4.886 1.915 0.069
H 2.707 3.207 2.379 0.076
H 1.374 4.131 3.433 0.080
H 2.501 1.080 2.852 0.125
H 1.229 -0.227 3.128 0.145
H 3.002 -2.755 1.232 0.110
H 5.436 -2.314 1.199 0.045
H 5.562 -1.032 0.125 -0.020
H 4.074 -1.491 3.990 0.031
H 0.181 0.026 -3.014 0.098
H 3.385 0.777 -3.955 0.145
H 4.597 1.849 -3.081 0.060
H 1.738 3.061 -3.377 0.077
H 3.340 3.962 -3.242 0.056
H 2.882 3.086 -4.902 0.092
C -5.039 -0.216 -2.818 -1.954
Cl -4.829 1.535 -3.063 0.525
Cl -4.800 -0.605 -1.099 0.533
Cl -6.678 -0.690 -3.310 0.516
Cl -3.848 -1.100 -3.800 0.693
C -1.873 2.327 5.783 -1.959
Cl -1.694 0.817 6.698 0.530
Cl -1.196 2.103 4.151 0.638
Cl -3.594 2.748 5.659 0.561
Cl -1.001 3.635 6.609 0.517
C 0.177 -3.094 5.971 -1.984
Cl -0.315 -4.793 5.804 0.546
Cl -0.768 -2.090 4.849 0.518
Cl -0.114 -2.554 7.639 0.493
Cl 1.908 -2.939 5.591 0.479
C 7.885 1.592 -2.515 -1.966
Cl 6.628 0.629 -1.705 0.560
Cl 9.317 0.579 -2.798 0.511
Cl 7.263 2.190 -4.069 0.519
Cl 8.329 2.971 -1.485 0.511
C -9.237 -3.664 -3.602 -2.007
Cl -8.712 -3.770 -1.905 0.505
Cl -10.744 -4.585 -3.817 0.506
Cl -9.517 -1.961 -4.029 0.502
Cl -7.973 -4.338 -4.657 0.507
C 0.380 6.592 -0.811 -1.940
Cl 0.127 6.917 -2.539 0.555
Cl 1.181 7.987 -0.057 0.509
Cl -1.189 6.312 -0.022 0.521
Cl 1.399 5.143 -0.623 0.573
C -0.661 7.550 5.953 -2.015
Cl -2.287 8.066 6.451 0.533
Cl 0.133 6.707 7.303 0.505
Cl -0.789 6.453 4.558 0.469
Cl 0.299 8.974 5.499 0.532
C -7.513 -8.074 -3.490 -1.995
Cl -8.770 -7.057 -2.751 0.448
Cl -5.915 -7.354 -3.187 0.511
Cl -7.571 -9.703 -2.782 0.511
Cl -7.792 -8.179 -5.243 0.519
C 2.740 11.464 -0.899 -2.018
Cl 2.895 13.218 -1.140 0.532
Cl 3.042 11.071 0.809 0.509
Cl 1.099 10.946 -1.344 0.491
Cl 3.924 10.619 -1.919 0.500
C 5.504 6.742 -2.404 -1.992
Cl 5.255 7.068 -4.134 0.531
Cl 6.309 8.134 -1.648 0.518
Cl 3.929 6.471 -1.620 0.474
Cl 6.522 5.297 -2.213 0.482
C -1.967 -3.178 11.417 -2.016
Cl -3.732 -3.021 11.279 0.523
Cl -1.182 -1.897 10.466 0.473
Cl -1.490 -3.026 13.122 0.529
Cl -1.464 -4.767 10.800 0.517
C -0.781 -6.831 -6.997 -1.999
Cl -1.876 -8.076 -7.636 0.524
Cl -1.716 -5.640 -6.064 0.614
Cl 0.430 -7.591 -5.940 0.522
Cl 0.040 -6.014 -8.346 0.522
C 4.693 -5.457 7.273 -2.010
Cl 2.927 -5.302 7.136 0.469
Cl 5.475 -4.174 6.320 0.506
Cl 5.170 -5.303 8.978 0.530
Cl 5.198 -7.045 6.657 0.528
C 9.485 0.792 -7.465 -2.011
Cl 9.796 0.475 -5.743 0.465
Cl 9.722 -0.703 -8.396 0.523
Cl 7.812 1.359 -7.670 0.501
Cl 10.609 2.039 -8.050 0.523
C -11.930 -9.564 -2.790 -2.005
Cl -11.721 -7.815 -3.035 0.463
Cl -11.687 -9.954 -1.073 0.521
Cl -13.573 -10.038 -3.279 0.524
Cl -10.743 -10.447 -3.774 0.505
C -5.471 6.427 0.619 -2.024
Cl -4.206 6.367 1.868 0.484
Cl -6.359 4.888 0.600 0.515
Cl -6.595 7.756 0.978 0.534
Cl -4.721 6.698 -0.971 0.502
```

Values from the calculation:
- Frontier orbital gap: 7.638 eV
- Charge: +1
- LUMO energy: -3.757 eV
- Electronic energy: -899498.971 eV
- Energy above the lowest of the compared OMol25 structures with the same formula, charge and spin: 9.207 eV

---

Q: Among the records above, which one has the highest LUMO energy?
A: C4H15NO2

---

Q: Look up the charge of the second one.
A: 0

---

Q: What is the formula in the first record?
A: C4H15NO2